This record from the Open Molecules 2025 dataset describes a 2-piece molecular cluster, C2H4N2O2 overall at a distorted geometry. The level of theory is wB97M-V/def2-TZVPD.

Calculated values
**Net charge**: 0
**HOMO-LUMO gap**: 10.82 eV
**SMILES**: N#[N+][O-].CC=O
**E_tot**: -9211.438 eV
**Max |F|**: 0.0536 Eh/bohr

Each atom is followed by the atoms it is bonded to, with distances in Å.
Positions of all 10 atoms, in Å:
1 C 0.29 -0.19 0.14  C2 1.496, H7 1.082, H8 1.086, H9 1.092
2 C -0.12 1.04 -0.60  C1 1.496, O6 1.200, H10 1.108
3 N -1.47 1.11 1.47  N4 1.107
4 N -1.44 2.01 2.13  N3 1.107, O5 1.149
5 O -1.43 2.93 2.82  N4 1.149
6 O 0.42 2.11 -0.54  C2 1.200
7 H -0.55 -0.83 0.34  C1 1.082
8 H 0.82 0.07 1.05  C1 1.086
9 H 0.99 -0.74 -0.50  C1 1.092
10 H -1.00 0.89 -1.26  C2 1.108

Here are the natural (NBO) charges for atoms 1 to 2, given in e: atom 1 (C): -0.72, atom 2 (C): 0.45

---

This record from the Open Molecules 2025 dataset describes a single C2H4N2O2 molecule at a distorted geometry. The level of theory is wB97M-V/def2-TZVPD.

Calculated values
**Net charge**: 0
**HOMO-LUMO gap**: 9.65 eV
**SMILES**: O/N=C\C=N\O
**E_tot**: -9209.518 eV
**Max |F|**: 0.0748 Eh/bohr

Each atom is followed by the atoms it is bonded to, with distances in Å.
Positions of all 10 atoms, in Å:
1 C 0.33 0.68 -0.04  C2 1.453, H4 1.151, N7 1.292
2 C -1.11 0.89 -0.13  C1 1.453, H5 1.050, N8 1.292
3 H 2.38 -1.26 0.18  O9 0.933
4 H 1.07 1.48 0.34  C1 1.151
5 H -1.48 1.87 -0.09  C2 1.050
6 H -0.59 -1.36 -0.30  O10 1.059
7 N 0.80 -0.52 -0.17  C1 1.292, O9 1.430
8 N -2.00 -0.01 0.14  C2 1.292, O10 1.469
9 O 2.20 -0.35 0.07  H3 0.933, N7 1.430
10 O -1.61 -1.42 0.00  H6 1.059, N8 1.469

Here are the natural (NBO) charges for atoms 1 to 2, given in e: atom 1 (C): 0.02, atom 2 (C): -0.09

---

This record from the Open Molecules 2025 dataset describes a 2-piece molecular cluster, C2H4N2O2 overall at a distorted geometry. The level of theory is wB97M-V/def2-TZVPD.

Calculated values
**Net charge**: 0
**HOMO-LUMO gap (alpha / beta)**: 8.62 / 8.71 eV
**E_tot**: -9201.906 eV
**Max |F|**: 0.0801 Eh/bohr

Each atom is followed by the atoms it is bonded to, with distances in Å.
Positions of all 10 atoms, in Å:
1 C 0.28 -1.11 -0.50  C2 1.509, N4 1.262
2 C -0.86 -0.26 0.00  C1 1.509, H7 1.048, H8 1.058, H9 1.066
3 N 2.62 -0.37 0.40  N4 1.465, O6 1.517, H10 0.978
4 N 1.50 -1.10 -0.20  C1 1.262, N3 1.465, O6 1.292
5 O -0.23 -2.51 -2.08  no bonds
6 O 2.64 -1.68 -0.37  N3 1.517, N4 1.292
7 H -1.32 -0.09 -0.92  C2 1.048
8 H -0.52 0.46 0.70  C2 1.058
9 H -1.45 -0.98 0.51  C2 1.066
10 H 2.86 0.35 -0.21  N3 0.978

Here are the natural (NBO) charges for atoms 1 to 2, given in e: atom 1 (C): 0.37, atom 2 (C): -0.70

---

This record from the Open Molecules 2025 dataset describes a single C2H4N2O2 molecule at a distorted geometry. The level of theory is wB97M-V/def2-TZVPD.

Calculated values
**Net charge**: 0
**HOMO-LUMO gap**: 10.55 eV
**SMILES**: [H]/N=C(/N)OC=O
**E_tot**: -9213.383 eV
**Max |F|**: 0.0689 Eh/bohr

Each atom is followed by the atoms it is bonded to, with distances in Å.
Positions of all 10 atoms, in Å:
1 C 0.60 0.29 0.01  N7 1.365, N8 1.261, O9 1.509
2 C -1.73 -0.48 -0.06  H6 1.077, O9 1.372, O10 1.174
3 H 1.86 -1.39 0.29  N7 1.024
4 H 2.46 0.15 0.70  N7 0.982
5 H -0.56 1.77 -0.57  N8 1.016
6 H -2.37 -1.20 -0.55  C2 1.077
7 N 1.77 -0.38 0.23  C1 1.365, H3 1.024, H4 0.982
8 N 0.37 1.50 -0.27  C1 1.261, H5 1.016
9 O -0.42 -0.78 -0.30  C1 1.509, C2 1.372
10 O -1.97 0.53 0.50  C2 1.174

Here are the natural (NBO) charges for atoms 1 to 2, given in e: atom 1 (C): 0.69, atom 2 (C): 0.65

---

This record from the Open Molecules 2025 dataset describes a 2-piece molecular cluster, C2H4N2O2 overall at a distorted geometry. The level of theory is wB97M-V/def2-TZVPD.

Calculated values
**Net charge**: 0
**HOMO-LUMO gap**: 9.26 eV
**E_tot**: -9207.643 eV
**Max |F|**: 0.0642 Eh/bohr

Each atom is followed by the atoms it is bonded to, with distances in Å.
Positions of all 10 atoms, in Å:
1 C -1.12 0.45 -0.03  C2 1.468, O5 1.165
2 C -0.89 -0.96 -0.35  C1 1.468, H7 1.058, H8 1.165, H9 1.043
3 N 1.49 0.52 0.78  N4 1.401, O6 1.396, H10 1.013
4 N 0.74 1.32 -0.08  N3 1.401, O6 1.395
5 O -1.90 1.22 0.36  C1 1.165
6 O 1.59 0.35 -0.60  N3 1.396, N4 1.395
7 H -0.14 -1.31 0.31  C2 1.058
8 H -0.34 -0.95 -1.38  C2 1.165
9 H -1.66 -1.65 -0.20  C2 1.043
10 H 2.26 1.02 1.19  N3 1.013

Here are the natural (NBO) charges for atoms 1 to 2, given in e: atom 1 (C): 0.76, atom 2 (C): -0.78

---

This record from the Open Molecules 2025 dataset describes a single C2H4N2O2 molecule. The level of theory is wB97M-V/def2-TZVPD.

Calculated values
**Net charge**: 0
**HOMO-LUMO gap**: 10.80 eV
**SMILES**: NC(=O)/N=C/O
**E_tot**: -9214.490 eV
**Max |F|**: 0.0096 Eh/bohr

Each atom is followed by the atoms it is bonded to, with distances in Å.
Positions of all 10 atoms, in Å:
1 N -1.32 -0.83 -1.15  C2 1.367, H7 1.008, H8 1.005
2 C -0.97 0.02 -0.13  N1 1.367, O3 1.215, N4 1.423
3 O -1.74 0.36 0.75  C2 1.215
4 N 0.38 0.45 -0.23  C2 1.423, C5 1.268
5 C 1.02 0.29 0.86  N4 1.268, O6 1.329, H10 1.091
6 O 2.29 0.63 1.06  C5 1.329, H9 0.968
7 H -2.30 -0.88 -1.36  N1 1.008
8 H -0.66 -0.99 -1.90  N1 1.005
9 H 2.70 1.10 0.33  O6 0.968
10 H 0.59 -0.15 1.76  C5 1.091

Here are the natural (NBO) charges for atoms 1 to 2, given in e: atom 1 (N): -0.83, atom 2 (C): 0.76

---

This record from the Open Molecules 2025 dataset describes a single C2H4N2O2 molecule at a distorted geometry. The level of theory is wB97M-V/def2-TZVPD.

Calculated values
**Net charge**: 0
**HOMO-LUMO gap**: 9.96 eV
**SMILES**: C=NN(O)C=O
**E_tot**: -9210.727 eV
**Max |F|**: 0.0411 Eh/bohr

Each atom is followed by the atoms it is bonded to, with distances in Å.
Positions of all 10 atoms, in Å:
1 C 1.01 -0.51 -1.31  O3 1.226, N5 1.382, H8 1.103
2 C -1.48 0.81 0.66  N6 1.289, H9 1.101, H10 1.103
3 O 0.58 -0.61 -2.45  C1 1.226
4 O 1.04 -0.15 1.04  N5 1.406, H7 0.975
5 N 0.29 -0.30 -0.14  C1 1.382, O4 1.406, N6 1.352
6 N -1.04 -0.07 -0.18  C2 1.289, N5 1.352
7 H 0.88 -1.02 1.44  O4 0.975
8 H 2.09 -0.58 -1.10  C1 1.103
9 H -2.55 1.03 0.70  C2 1.101
10 H -0.83 1.40 1.33  C2 1.103

Here are the natural (NBO) charges for atoms 1 to 2, given in e: atom 1 (C): 0.50, atom 2 (C): -0.10

---

This record from the Open Molecules 2025 dataset describes a single C2H4N2O2 molecule at a distorted geometry. The level of theory is wB97M-V/def2-TZVPD.

Calculated values
**Net charge**: 0
**HOMO-LUMO gap**: 10.79 eV
**SMILES**: NC(=O)/N=C/O
**E_tot**: -9213.922 eV
**Max |F|**: 0.0407 Eh/bohr

Each atom is followed by the atoms it is bonded to, with distances in Å.
Positions of all 10 atoms, in Å:
1 N 1.88 -0.04 0.04  C2 1.363, H7 1.004, H8 1.009
2 C 0.66 -0.36 0.55  N1 1.363, O3 1.216, N4 1.387
3 O 0.46 -1.01 1.56  C2 1.216
4 N -0.34 0.15 -0.27  C2 1.387, C5 1.282
5 C -1.59 0.00 -0.06  N4 1.282, O6 1.318, H10 1.092
6 O -2.26 0.58 -1.03  C5 1.318, H9 1.031
7 H 2.69 -0.25 0.61  N1 1.004
8 H 1.97 0.61 -0.72  N1 1.009
9 H -1.35 0.84 -1.43  O6 1.031
10 H -2.12 -0.51 0.75  C5 1.092

Here are the natural (NBO) charges for atoms 1 to 2, given in e: atom 1 (N): -0.82, atom 2 (C): 0.76

---

This record from the Open Molecules 2025 dataset describes a single C2H4N2O2S molecule at a distorted geometry. The level of theory is wB97M-V/def2-TZVPD.

Calculated values
**Net charge**: 0
**HOMO-LUMO gap**: 9.37 eV
**E_tot**: -20046.041 eV
**Max |F|**: 0.0698 Eh/bohr

Each atom is followed by the atoms it is bonded to, with distances in Å.
Positions of all 11 atoms, in Å:
1 C -0.32 0.12 0.76  C2 1.560, N3 1.438, O6 1.385, H8 1.061
2 C -1.21 -0.37 -0.43  C1 1.560, H9 1.065, H10 1.083, H11 1.085
3 N 0.13 1.40 0.28  C1 1.438, N4 1.205
4 N 1.30 1.45 -0.04  N3 1.205, S7 1.732
5 O 2.18 -0.58 -1.23  S7 1.452
6 O 0.67 -0.79 1.08  C1 1.385, S7 2.028
7 S 2.26 0.01 0.10  N4 1.732, O5 1.452, O6 2.028
8 H -0.96 0.20 1.60  C1 1.061
9 H -0.99 -1.41 -0.46  C2 1.065
10 H -0.78 0.13 -1.29  C2 1.083
11 H -2.27 -0.17 -0.36  C2 1.085

Here are the natural (NBO) charges for atoms 1 to 2, given in e: atom 1 (C): 0.14, atom 2 (C): -0.62

---

This record from the Open Molecules 2025 dataset describes a single C2H4N2O2S molecule at a distorted geometry. The level of theory is wB97M-V/def2-TZVPD.

Calculated values
**Net charge**: 0
**HOMO-LUMO gap**: 8.63 eV
**SMILES**: O/N=C/N(O)C=S
**E_tot**: -20043.810 eV
**Max |F|**: 0.1150 Eh/bohr

Each atom is followed by the atoms it is bonded to, with distances in Å.
Positions of all 11 atoms, in Å:
1 C 0.41 -0.41 -0.37  H4 1.129, N7 1.338, N8 1.370
2 C -0.15 1.80 0.10  H6 1.195, N8 1.277, S11 1.714
3 H 0.95 -3.34 -0.35  O9 1.104
4 H 1.30 -0.06 -0.97  C1 1.129
5 H -1.87 0.71 1.35  O10 1.152
6 H 0.94 1.83 -0.38  C2 1.195
7 N 0.27 -1.71 -0.05  C1 1.338, O9 1.420
8 N -0.41 0.55 0.16  C1 1.370, C2 1.277, O10 1.346
9 O 1.25 -2.38 -0.82  H3 1.104, N7 1.420
10 O -1.60 0.01 0.48  H5 1.152, N8 1.346
11 S -1.11 3.01 0.84  C2 1.714

Here are the natural (NBO) charges for atoms 1 to 2, given in e: atom 1 (C): 0.16, atom 2 (C): -0.05

---

This record from the Open Molecules 2025 dataset describes a single C2H4N2O2S molecule at a distorted geometry. The level of theory is wB97M-V/def2-TZVPD.

Calculated values
**Net charge**: 0
**HOMO-LUMO gap**: 9.78 eV
**SMILES**: CSC(=O)NN=O
**E_tot**: -20046.440 eV
**Max |F|**: 0.0528 Eh/bohr

Each atom is followed by the atoms it is bonded to, with distances in Å.
Positions of all 11 atoms, in Å:
1 C 0.31 -0.41 -1.43  N3 1.463, O5 1.181, S7 1.732
2 C -1.42 1.05 0.54  S7 1.843, H8 1.103, H9 1.166, H10 1.063
3 N 0.97 -0.67 -0.15  C1 1.463, N4 1.352, H11 1.035
4 N 1.86 -1.66 0.10  N3 1.352, O6 1.221
5 O 0.45 -0.91 -2.49  C1 1.181
6 O 2.25 -1.55 1.26  N4 1.221
7 S -1.01 0.69 -1.22  C1 1.732, C2 1.843
8 H -2.44 1.46 0.59  C2 1.103
9 H -0.72 1.77 1.13  C2 1.166
10 H -1.38 0.16 1.12  C2 1.063
11 H 1.12 0.07 0.56  N3 1.035

Here are the natural (NBO) charges for atoms 1 to 2, given in e: atom 1 (C): 0.50, atom 2 (C): -0.76

---

This record from the Open Molecules 2025 dataset describes a single C2H4N2O2S molecule at a distorted geometry. The level of theory is wB97M-V/def2-TZVPD.

Calculated values
**Net charge**: 0
**HOMO-LUMO gap**: 10.63 eV
**SMILES**: NC(=O)NSC=O
**E_tot**: -20049.483 eV
**Max |F|**: 0.0610 Eh/bohr

Each atom is followed by the atoms it is bonded to, with distances in Å.
Positions of all 11 atoms, in Å:
1 C -1.42 -0.02 -0.11  N7 1.404, N8 1.368, O9 1.199
2 C 1.83 0.63 0.21  H6 1.097, O10 1.189, S11 1.796
3 H -2.26 0.04 1.73  N7 0.999
4 H -0.75 -0.83 1.64  N7 1.008
5 H -0.30 -0.27 -1.74  N8 1.033
6 H 2.84 0.62 0.65  C2 1.097
7 N -1.38 -0.12 1.29  C1 1.404, H3 0.999, H4 1.008
8 N -0.33 -0.56 -0.75  C1 1.368, H5 1.033, S11 1.680
9 O -2.31 0.56 -0.65  C1 1.199
10 O 1.28 1.64 -0.04  C2 1.189
11 S 1.14 -1.00 -0.08  C2 1.796, N8 1.680

Here are the natural (NBO) charges for atoms 1 to 2, given in e: atom 1 (C): 0.78, atom 2 (C): 0.24